Record 1
{
  "formula": "C2H8O4",
  "method": "wB97M-V/def2-TZVPD",
  "multiplicity": 1,
  "smiles": "CC(=O)O.O.O",
  "charge": 0,
  "e_tot_ha": -381.980309,
  "elements": ["O", "C", "O", "C", "H", "H", "H", "H", "H", "H", "O", "H", "H", "O"],
  "xyz": [[0.66, 0.73, -0.27], [0.23, -0.23, -0.85], [-0.87, -0.28, -1.61], [0.91, -1.58, -0.93], [-1.42, 0.52, -1.66], [0.84, -2.06, -1.90], [0.58, -2.20, -0.10], [1.99, -1.44, -0.81], [-1.16, 2.44, -0.27], [-2.55, 1.82, 0.18], [-2.11, 2.42, -0.43], [0.50, -0.15, 3.52], [1.06, 0.06, 2.11], [1.32, -0.05, 3.03]],
  "lowdin_charge": [0.090, -0.567, 0.100, 0.011, 0.106, 0.087, 0.088, 0.092, 0.027, 0.046, -0.057, 0.032, 0.002, -0.057]
}

Record 2
{
  "formula": "C2H8O5P2",
  "method": "wB97M-V/def2-TZVPD",
  "multiplicity": 1,
  "smiles": "C[P@](=O)(O)O[P@](C)(=O)O",
  "charge": 0,
  "e_tot_ha": -1140.089494,
  "elements": ["C", "C", "O", "O", "O", "O", "O", "P", "P", "H", "H", "H", "H", "H", "H", "H", "H"],
  "xyz": [[-0.84, -0.52, 2.33], [0.44, -0.43, -2.45], [-2.11, 0.55, 0.32], [2.51, 0.44, -1.23], [1.61, -1.58, -0.07], [0.35, 0.70, 0.08], [-1.08, 2.26, 1.92], [-0.89, 0.94, 1.18], [1.21, -0.41, -0.85], [-0.17, -0.15, 3.18], [-0.61, -1.46, 1.88], [-0.05, 0.48, -2.82], [1.20, -0.68, -3.21], [-2.63, 1.38, 0.04], [-0.38, -1.28, -2.46], [-1.78, -0.61, 2.74], [3.22, 0.36, -0.59]],
  "lowdin_charge": [-0.118, -0.148, -0.154, -0.138, -0.273, -0.338, -0.313, 0.453, 0.430, 0.090, 0.037, 0.062, 0.058, 0.146, 0.104, 0.012, 0.089]
}

Record 3
{
  "formula": "C2H8OP2",
  "method": "wB97M-V/def2-TZVPD",
  "multiplicity": 1,
  "charge": 0,
  "e_tot_ha": -838.764456,
  "elements": ["C", "C", "O", "P", "P", "H", "H", "H", "H", "H", "H", "H", "H"],
  "xyz": [[-0.03, 1.71, -0.39], [-0.35, -1.22, -0.48], [0.02, -2.22, 0.32], [2.71, 0.06, -0.20], [0.69, 0.15, 0.13], [0.58, 2.53, -0.58], [-0.58, 1.47, -1.30], [-0.76, 1.85, 0.44], [-1.35, -0.87, -0.45], [-0.10, -1.45, -1.60], [0.10, -1.93, 1.28], [2.45, -1.40, -0.25], [-0.75, -0.28, 2.19]],
  "lowdin_charge": [-0.326, -0.574, -0.199, 0.458, 0.438, 0.014, 0.042, 0.032, 0.057, 0.136, 0.042, -0.174, 0.054]
}

Record 4
{
  "formula": "C2H8OP2",
  "method": "wB97M-V/def2-TZVPD",
  "multiplicity": 1,
  "smiles": "O[C@H](P)CP",
  "charge": 0,
  "e_tot_ha": -838.840362,
  "elements": ["C", "C", "O", "P", "P", "H", "H", "H", "H", "H", "H", "H", "H"],
  "xyz": [[-0.61, 0.57, 0.49], [0.42, -0.35, -0.19], [0.07, -1.67, -0.06], [-2.40, 0.00, 0.29], [2.44, 0.11, 0.39], [-0.36, 1.62, 0.21], [-0.70, 0.74, 1.63], [0.26, -0.25, -1.32], [0.47, -1.94, 0.73], [-2.21, -0.40, -1.12], [-2.91, 1.28, -0.09], [2.83, -0.82, -0.50], [2.69, 1.12, -0.44]],
  "lowdin_charge": [-0.549, -0.635, -0.111, 0.760, 0.811, 0.068, 0.064, 0.117, 0.054, -0.088, -0.125, -0.175, -0.192]
}

Record 5
{
  "formula": "C2H8OS",
  "method": "wB97M-V/def2-TZVPD",
  "multiplicity": 1,
  "smiles": "CCO.S",
  "charge": 0,
  "e_tot_ha": -554.379009,
  "elements": ["S", "H", "H", "C", "O", "C", "H", "H", "H", "H", "H", "H"],
  "xyz": [[1.14, -2.10, 1.87], [1.55, -2.86, 0.79], [-0.18, -2.36, 1.57], [-0.95, 0.69, -0.46], [-0.83, -0.75, -0.05], [0.33, 1.48, -0.71], [-1.45, 1.09, 0.36], [-1.74, 0.67, -1.32], [0.09, -0.76, 0.33], [1.00, 1.41, 0.09], [0.08, 2.46, -0.95], [0.96, 1.04, -1.52]],
  "lowdin_charge": [0.504, -0.159, -0.163, -0.256, -0.193, -0.082, 0.066, 0.141, -0.051, 0.049, 0.050, 0.094]
}

Record 6
{
  "formula": "C2H8OS",
  "method": "wB97M-V/def2-TZVPD",
  "multiplicity": 1,
  "smiles": "CSC.O",
  "charge": 0,
  "e_tot_ha": -554.378400,
  "elements": ["C", "S", "C", "H", "H", "H", "H", "H", "H", "H", "H", "O"],
  "xyz": [[-0.71, -0.20, -1.40], [-1.88, 0.81, -0.50], [-1.12, 0.27, 1.09], [-0.78, -1.20, -1.10], [0.30, 0.11, -1.19], [-0.84, -0.15, -2.56], [-0.71, 1.19, 1.60], [-1.71, -0.28, 1.86], [-0.06, -0.08, 1.04], [2.04, -0.69, 0.70], [2.94, 0.46, 0.51], [2.53, -0.24, -0.04]],
  "lowdin_charge": [-0.484, 0.728, -0.435, 0.008, 0.000, 0.077, 0.037, 0.045, 0.010, 0.046, 0.053, -0.085]
}

Record 7
{
  "formula": "C2H8OS",
  "method": "wB97M-V/def2-TZVPD",
  "multiplicity": 1,
  "smiles": "CSC.O",
  "charge": 0,
  "e_tot_ha": -554.404147,
  "elements": ["C", "S", "C", "H", "H", "H", "H", "H", "H", "H", "H", "O"],
  "xyz": [[-1.55, 1.73, -1.38], [-1.91, 0.57, -0.01], [-0.36, 0.67, 0.92], [-1.42, 1.10, -2.26], [-0.66, 2.33, -1.26], [-2.45, 2.33, -1.51], [-0.30, -0.17, 1.61], [0.47, 0.56, 0.23], [-0.30, 1.62, 1.44], [4.02, -3.64, 0.87], [4.72, -2.30, 0.60], [4.81, -3.25, 0.49]],
  "lowdin_charge": [-0.416, 0.710, -0.446, 0.018, 0.033, 0.023, 0.025, 0.026, 0.027, 0.031, 0.028, -0.059]
}

Record 8
{
  "formula": "C2H8OS2",
  "method": "wB97M-V/def2-TZVPD",
  "multiplicity": 1,
  "smiles": "CSSC.O",
  "charge": 0,
  "e_tot_ha": -952.607600,
  "elements": ["S", "S", "C", "C", "H", "H", "H", "H", "H", "H", "O", "H", "H"],
  "xyz": [[-0.02, 1.40, 1.21], [1.72, 0.40, 1.56], [-1.26, 0.17, 1.67], [1.95, -0.51, 0.02], [-2.25, 0.64, 1.55], [-1.15, -0.15, 2.72], [-1.22, -0.72, 1.02], [1.14, -1.24, -0.16], [2.00, 0.17, -0.85], [2.90, -1.06, 0.09], [-1.21, -0.09, -2.96], [-0.94, 0.54, -2.25], [-1.66, 0.47, -3.63]],
  "lowdin_charge": [0.396, 0.410, -0.495, -0.494, 0.032, 0.034, 0.031, 0.032, 0.033, 0.032, -0.093, 0.033, 0.048]
}

Record 9
{
  "formula": "C2H8S2",
  "method": "wB97M-V/def2-TZVPD",
  "multiplicity": 1,
  "smiles": "CSC.S",
  "charge": 0,
  "e_tot_ha": -877.342710,
  "elements": ["S", "H", "H", "C", "S", "C", "H", "H", "H", "H", "H", "H"],
  "xyz": [[1.29, -1.99, 0.72], [2.17, -1.19, 0.08], [0.63, -2.38, -0.36], [-1.91, 0.45, 0.38], [-0.62, 0.76, -0.88], [0.34, 2.05, -0.10], [-2.82, 0.02, -0.02], [-2.14, 1.33, 0.99], [-1.54, -0.24, 1.14], [1.06, 1.78, 0.68], [0.95, 2.34, -0.96], [-0.24, 2.88, 0.30]],
  "lowdin_charge": [0.463, -0.213, -0.230, -0.416, 0.700, -0.464, 0.026, 0.033, 0.012, 0.034, 0.020, 0.035]
}